# C16H28FO8PS2

C16H28FO8PS2 in the gas phase (wB97M-V/def2-TZVPD, the OMol25 dataset).

The geometry in XYZ format:
```
56
Properties=species:S:1:pos:R:3:forces:R:3
S 3.8520 4.5054 -1.2564 -0.197 -0.198 0.567
S -0.1799 3.6801 0.8948 0.467 4.476 1.201
P 3.1330 3.2397 0.0763 1.190 1.616 -1.833
F -2.1921 1.7963 3.5599 0.158 -0.562 -2.092
O -1.5749 -0.9383 4.2905 3.064 0.527 -3.385
O 1.8933 0.1047 -0.9803 0.040 0.427 1.512
O 0.2182 2.4805 1.9869 -0.147 0.004 -1.271
O 0.6074 4.8935 1.3689 -1.666 -3.734 -1.026
O -3.4070 -1.7894 -1.1493 0.675 1.493 -2.225
O 0.4043 3.3921 -0.6576 1.131 -1.534 1.753
O -0.3786 -2.2899 2.9171 0.662 2.308 0.646
O -4.6799 0.0295 -1.6603 2.992 -3.304 -1.466
C -0.9334 -1.1456 -1.4346 1.243 -1.141 0.572
C -0.4419 -0.8577 0.0968 -1.354 -0.509 -0.208
C 1.5441 2.5066 -0.6865 0.303 -1.577 -0.375
C 0.1593 0.2304 2.8443 0.070 0.474 1.111
C 1.3060 1.0555 -0.0256 0.448 0.232 -0.133
C -2.0679 -2.2716 -1.4380 1.046 -1.163 -0.143
C -3.1555 0.3733 1.6920 -0.427 1.005 0.335
C -3.3888 -0.7014 -3.6029 0.300 0.315 -0.219
C -3.8481 -0.8193 -2.0829 -2.637 2.615 1.387
C 3.0083 -0.6025 -0.3910 1.404 -0.963 -1.340
C -0.5858 1.2426 1.8138 1.284 -1.433 -0.340
C -0.6971 -0.9672 3.4117 -1.947 -1.537 2.418
C -0.2333 0.7121 0.3338 -0.415 -0.458 -0.359
C 3.6364 -1.5941 -1.5182 -0.675 -0.205 0.216
C -2.1154 1.5126 2.1286 -1.111 0.125 0.544
C 3.1065 -3.0915 -1.2292 0.073 0.804 0.113
H -2.0773 -2.9057 -2.4035 0.037 1.214 1.316
H 1.1292 -0.2050 2.4152 -1.527 0.773 0.238
H -1.8125 -3.0223 -0.5994 -0.545 1.243 -1.226
H -2.3073 -1.0108 -3.7987 -1.614 0.210 0.304
H -0.0135 -1.6110 -1.9506 -1.480 0.791 0.456
H 3.3237 -1.2278 -2.5582 0.301 -0.450 1.569
H -2.9618 0.1156 0.6009 -0.348 0.124 1.505
H -3.2022 -0.5220 2.3898 0.425 1.088 -1.073
H 4.1764 2.2426 0.2380 -1.317 0.047 0.312
H -1.2857 -1.3187 0.7369 1.360 1.190 -0.714
H -4.0918 -1.2551 -4.3278 1.046 0.607 1.419
H 3.8517 0.1125 -0.1002 -1.359 -0.781 -0.013
H 0.4931 0.8747 3.7426 -0.788 -1.078 -1.280
H 1.7961 2.3457 -1.8009 -0.281 0.360 1.844
H 2.6674 -1.2596 0.4778 0.475 1.037 -0.811
H 4.7787 -1.5826 -1.5022 -1.590 0.093 0.142
H 3.0805 -3.7348 -2.1774 0.087 0.855 1.552
H 2.0027 1.0052 0.8937 -1.547 0.017 -1.024
H -4.2000 0.8631 1.7331 1.673 -0.776 -0.091
H 0.4786 -1.4986 0.3694 -1.338 1.244 -0.661
H -0.9723 1.2433 -0.3797 1.398 -0.667 0.918
H -1.1945 -0.1933 -1.9997 0.166 -1.247 0.830
H 2.0568 -3.0080 -0.7631 1.440 -0.324 -0.908
H 2.9425 3.8219 1.3676 -0.306 -0.731 -0.364
H -3.4767 0.4146 -3.8774 0.068 -1.791 0.647
H 3.7916 -3.5315 -0.4303 -0.975 0.269 -1.176
H 0.5877 -2.3095 2.7474 -0.779 -0.024 -0.163
H -2.5504 2.4705 1.6540 1.343 -1.394 0.497
```
Forces are in eV/Å.

Its LUMO energy is -0.1 eV. For the HOMO-LUMO gap, the calculation gives 8.44 eV. Its largest force on an atom is 4.69 eV/A.

Results of the Mulliken charge analysis, in e, for atoms 1 through 2: -0.42 0.70